Formula: C33H60N12O22S
Source: OMol25
Level of theory: ωB97M-V with the def2-TZVPD basis set

Its orbital gap is 6.57 eV. The LUMO energy comes out at -0.0202 hartree.

Structure (ORCA input):
```
! RIJCOSX wB97M-V def2-TZVPD def2/J DEFGRID3
* xyz 0 1
C 2.81 6.28 1.61
C 3.03 4.66 1.36
C 1.63 3.79 1.08
C 4.40 4.00 1.34
C 4.83 3.32 -0.11
C 6.13 2.33 -0.04
C 5.90 0.92 0.75
C 6.31 1.15 2.32
C 4.43 0.23 0.52
C 3.44 0.23 1.82
C 1.84 0.22 1.32
C 1.34 -0.29 -0.16
C -0.27 -0.18 -0.51
C -1.42 0.42 0.54
C -0.82 0.87 2.03
C 0.76 0.79 2.45
S -2.15 1.55 3.22
C -3.23 2.60 2.05
C -3.85 4.04 2.51
C -4.74 4.95 1.46
C -4.95 4.32 -0.05
C -4.35 2.84 -0.51
C -3.45 1.91 0.54
N -2.88 0.55 0.16
H 1.68 6.41 1.96
H 3.51 6.65 2.46
H 2.90 6.87 0.60
H 0.81 4.43 0.52
H 1.89 2.86 0.41
H 1.20 3.53 2.13
H 5.08 4.04 2.29
H 3.87 2.86 -0.60
H 5.14 4.24 -0.81
H 6.46 2.05 -1.15
H 7.05 2.91 0.45
H 6.70 0.15 0.31
H 7.35 1.74 2.30
H 6.34 0.18 2.98
H 5.56 1.90 2.87
H 4.62 -0.92 0.25
H 3.94 0.68 -0.47
H 3.53 1.18 2.51
H 3.59 -0.79 2.39
H 2.12 -0.73 -0.94
H -0.63 -0.55 -1.56
H 1.15 1.15 3.50
H -3.65 4.44 3.61
H -5.13 6.00 1.82
H -5.56 4.98 -0.81
H -4.49 2.40 -1.60
H -3.06 0.32 -0.84
C -8.67 4.78 -2.41
N -8.19 5.97 -1.65
O -8.77 6.24 -0.60
O -7.24 6.59 -2.14
H -9.51 4.33 -1.86
H -8.99 5.12 -3.39
H -7.84 4.08 -2.48
C 1.35 -3.47 -2.26
N 1.46 -2.60 -3.46
O 2.14 -1.58 -3.36
O 0.85 -2.97 -4.48
H 1.92 -3.03 -1.45
H 0.29 -3.54 -2.00
H 1.75 -4.45 -2.53
C -7.76 7.74 3.19
N -6.73 7.34 4.18
O -7.07 6.56 5.07
O -5.60 7.82 4.03
H -8.70 7.25 3.44
H -7.87 8.83 3.25
H -7.41 7.43 2.20
C 3.64 -4.17 -5.93
N 4.67 -4.58 -4.94
O 4.33 -5.36 -4.05
O 5.80 -4.10 -5.09
H 2.70 -4.67 -5.68
H 3.53 -3.09 -5.87
H 3.99 -4.48 -6.92
C 1.74 8.36 5.53
N 3.01 7.86 4.94
O 3.59 8.61 4.14
O 3.39 6.74 5.29
H 1.52 9.35 5.14
H 0.95 7.65 5.25
H 1.87 8.39 6.62
C -11.72 6.14 1.89
N -11.24 7.32 2.64
O -11.82 7.60 3.70
O -10.28 7.94 2.15
H -12.55 5.69 2.43
H -12.04 6.48 0.90
H -10.89 5.43 1.81
C 0.40 -7.60 -2.36
N -0.19 -6.68 -1.35
O -1.33 -6.94 -0.95
O 0.51 -5.73 -0.98
H -0.32 -8.39 -2.59
H 0.62 -7.01 -3.25
H 1.31 -8.02 -1.93
C 7.28 -7.40 -4.28
N 6.74 -8.65 -4.88
O 5.52 -8.84 -4.81
O 7.56 -9.42 -5.41
H 6.45 -6.83 -3.86
H 7.99 -7.69 -3.50
H 7.77 -6.84 -5.08
C -4.21 -7.32 0.42
N -5.22 -7.97 -0.46
O -6.35 -7.46 -0.51
O -4.85 -8.98 -1.08
H -4.67 -6.46 0.90
H -3.90 -8.06 1.16
H -3.37 -7.02 -0.21
C 4.64 -11.84 -6.12
N 3.29 -12.40 -5.84
O 2.90 -13.33 -6.55
O 2.65 -11.88 -4.91
H 5.08 -12.39 -6.96
H 4.52 -10.79 -6.37
H 5.24 -11.97 -5.22
C 1.59 -2.46 5.03
N 2.41 -2.76 3.82
O 3.61 -2.97 3.99
O 1.81 -2.77 2.74
H 2.23 -2.49 5.91
H 1.15 -1.47 4.90
H 0.81 -3.23 5.10
*
```

Here are the Löwdin charges for atoms 1 to 4, given in e: atom 1 (C): -0.098, atom 2 (C): -0.240, atom 3 (C): -0.097, atom 4 (C): -0.081


Formula: C10H16O
Source: OMol25
Level of theory: ωB97M-V with the def2-TZVPD basis set

Its orbital gap (spin up / spin down) is 2.60 / 6.95 eV. The expectation value of S² is 0.7609. The calculation puts the energy above the lowest of the compared OMol25 structures with the same formula, charge and spin at 63.41 kcal/mol. The LUMO energy (spin up / spin down) comes out at 0.1351 / 0.1327 hartree.

Structure (ORCA input):
```
! RIJCOSX wB97M-V def2-TZVPD def2/J DEFGRID3
* xyz -1 2
C -0.61 -0.09 2.80
C 0.09 -1.25 2.03
C -2.16 -0.08 2.34
H -0.49 -0.37 3.95
H -0.30 0.86 2.62
H 0.99 -1.51 2.64
H 0.57 -0.70 1.15
H -2.26 0.36 1.35
H -2.58 -1.08 2.39
H -0.46 -2.15 1.67
H -2.73 0.46 3.10
C 0.30 -2.07 -1.82
C 1.79 -0.08 -1.63
C 0.57 -0.60 -2.02
C 1.99 1.29 -1.35
C -0.51 0.32 -2.14
C 0.90 2.19 -1.44
C -0.34 1.62 -1.93
O 1.08 3.39 -0.79
H 2.80 -0.74 -1.60
H 2.87 1.52 -0.76
H 0.97 -2.50 -1.09
H 0.37 -2.66 -2.78
H -1.43 -0.05 -2.65
H -1.25 2.27 -1.70
H 0.37 4.18 -1.01
H -0.54 -2.54 -1.32
*
```

Here are the Löwdin charges for atoms 1 to 4, given in e: atom 1 (C): -0.276, atom 2 (C): -0.139, atom 3 (C): -0.116, atom 4 (H): 0.121